--- 1 ---
Below is a molecular structure, C6H14N2O2, with properties calculated with the ωB97M-V functional and the def2-TZVPD basis.

Properties
- HOMO (hartree) = -0.2745
- orbital gap (eV) = 8.24

```
! RIJCOSX wB97M-V def2-TZVPD def2/J DEFGRID3
* xyz 0 1
C -2.11606 0.61062 -0.49957
C -0.95951 1.21091 0.20579
N -1.19017 -1.03909 1.82572
C -0.85604 2.46652 0.63315
O -0.30420 -0.01378 1.43921
H -0.82841 -1.87689 1.34429
H -1.02192 -1.14701 2.82484
H -2.99725 1.24111 -0.36342
H -1.94029 0.58833 -1.57781
H -2.33149 -0.38441 -0.10267
H 0.01416 2.81256 1.17270
H -1.73297 3.09937 0.64994
C 2.40441 -0.73281 0.47572
C 1.06821 -0.77218 -0.18650
N 0.64803 0.80878 -2.03133
C 0.48824 -1.86078 -0.71932
O 0.62837 0.55171 -0.60808
H 0.83227 -0.09611 -2.46193
H 1.48588 1.37526 -2.14531
H 3.20008 -0.67154 -0.27474
H 2.47535 0.11633 1.15384
H 2.57610 -1.65265 1.03660
H 0.92525 -2.83772 -0.56866
H -0.46802 -1.79651 -1.22244
*
```


--- 2 ---
Below is 2 unconnected molecules or ions with the total composition C6H14N2O2, with properties calculated with the ωB97M-V functional and the def2-TZVPD basis.

Properties
- HOMO (hartree) = -0.3365
- orbital gap (eV) = 9.73

```
! RIJCOSX wB97M-V def2-TZVPD def2/J DEFGRID3
* xyz 0 1
C 3.32251 -4.03518 -0.14214
N 3.78790 -2.66199 0.17851
C 3.41539 -1.89672 1.17054
C 3.92223 -0.43662 1.27311
O 2.54356 -2.29806 1.90972
H 4.10310 -4.40493 -0.82813
H 2.34935 -4.08059 -0.65935
H 3.28446 -4.69891 0.73798
H 4.45913 -2.40746 -0.55032
H 3.78068 -0.00188 2.27689
H 3.29851 0.12326 0.55608
H 4.98051 -0.31964 0.98509
C -1.08389 -3.31841 3.66472
N -0.52123 -3.24190 2.34006
C -1.22230 -3.60065 1.25525
C -0.42317 -3.77896 -0.03174
O -2.39550 -3.83773 1.25524
H -0.42897 -3.75075 4.43982
H -2.01767 -3.90424 3.62630
H -1.33034 -2.28195 3.95044
H 0.48344 -3.35558 2.18433
H 0.24626 -4.54418 0.39595
H 0.18722 -2.91996 -0.35753
H -0.92797 -4.20671 -0.91425
*
```


--- 3 ---
Below is 2 unconnected molecules or ions with the total composition C6H14N2O2, with properties calculated with the ωB97M-V functional and the def2-TZVPD basis.

Properties
- HOMO (hartree) = -0.3341
- orbital gap (eV) = 9.71

```
! RIJCOSX wB97M-V def2-TZVPD def2/J DEFGRID3
* xyz 0 1
C -1.38798 -0.77172 -2.00750
N -1.89353 0.35908 -1.22820
C -2.02302 0.10095 0.14943
C -2.93204 0.96081 0.90834
O -1.25637 -0.70579 0.63911
H -0.91861 -0.32347 -2.91662
H -0.43546 -1.12681 -1.61467
H -2.08689 -1.49848 -2.39099
H -2.51804 0.96304 -1.73366
H -2.73647 0.89834 1.98194
H -2.88357 2.02050 0.74157
H -3.89386 0.42180 0.83641
C 2.22894 0.88503 -1.03884
N 1.92068 0.47914 0.28678
C 2.46031 -0.61890 0.90670
C 1.94535 -1.14013 2.22879
O 3.26504 -1.30271 0.28056
H 1.67046 0.24574 -1.74537
H 1.77307 1.88158 -1.18177
H 3.25159 1.05730 -1.39156
H 1.09525 0.84370 0.73935
H 2.36421 -0.50760 3.01161
H 0.86135 -0.91468 2.23728
H 2.12960 -2.20673 2.30131
*
```


--- 4 ---
Below is 2 unconnected molecules or ions with the total composition C6H14N2O2, with properties calculated with the ωB97M-V functional and the def2-TZVPD basis.

Properties
- HOMO (hartree) = -0.3586
- orbital gap (eV) = 10.19

```
! RIJCOSX wB97M-V def2-TZVPD def2/J DEFGRID3
* xyz 0 1
C 1.12079 1.70371 -2.30499
N 1.08111 0.45566 -1.52468
C 0.69614 -0.66833 -2.20686
C 0.62823 -1.97831 -1.45679
O 0.17996 -0.57188 -3.30054
H 1.99571 2.28705 -2.03422
H 1.09075 1.55663 -3.38178
H 0.17881 2.23511 -2.16041
H 1.77796 0.45010 -0.79218
H 0.90393 -1.98379 -0.40388
H -0.41458 -2.29262 -1.46384
H 1.20875 -2.67030 -2.06937
C -0.29462 -1.48180 2.82959
N -0.66555 -0.37578 1.94899
C -1.33552 0.81286 2.19316
C -1.44521 1.62845 0.91276
O -1.84900 1.15466 3.22566
H 0.65743 -1.28211 3.33077
H -1.10898 -1.57742 3.54748
H -0.21669 -2.40605 2.25780
H -0.03543 -0.36168 1.17521
H -0.42285 1.64350 0.50754
H -1.86801 1.11827 0.04107
H -1.86315 2.60405 1.12949
*
```


Short version: 2 is the most stable of them.


--- 1 ---
Below is 2 unconnected molecules or ions with the total composition C6H14N2O2, with properties calculated with the ωB97M-V functional and the def2-TZVPD basis.

Properties
- HOMO (hartree) = -0.3508
- orbital gap (eV) = 10.13

```
! RIJCOSX wB97M-V def2-TZVPD def2/J DEFGRID3
* xyz 0 1
C -0.48802 0.13185 -2.62591
N 0.77185 -0.17661 -2.01386
C 1.39891 0.89434 -1.26843
C 2.76163 0.31586 -0.84305
O 0.99440 2.01261 -1.39587
H -1.42905 -0.34520 -2.28945
H -0.85437 1.15410 -2.44067
H -0.43078 0.02057 -3.73001
H 1.14891 -1.07214 -1.76697
H 3.15457 0.76978 0.05216
H 2.78326 -0.80113 -0.73743
H 3.42202 0.34453 -1.71220
C -2.23299 -1.57592 0.81272
N -1.27792 -0.52329 1.05173
C -0.82903 -0.13971 2.30913
C 0.04197 1.07031 2.55115
O -1.29043 -0.70290 3.28889
H -1.68221 -2.51973 0.58092
H -2.66629 -1.72468 1.82268
H -3.07849 -1.27787 0.18205
H -0.91774 0.09493 0.34110
H 0.79480 0.80830 3.29602
H 0.57481 1.39830 1.63879
H -0.66982 1.84372 2.89651
*
```


--- 2 ---
Below is 2 unconnected molecules or ions with the total composition C6H14N2O2, with properties calculated with the ωB97M-V functional and the def2-TZVPD basis.

Properties
- HOMO (hartree) = -0.3489
- orbital gap (eV) = 10.05

```
! RIJCOSX wB97M-V def2-TZVPD def2/J DEFGRID3
* xyz 0 1
C 0.69026 -0.45138 2.46263
N 0.02072 -1.76565 2.80713
C 0.57122 -2.72923 3.49159
C -0.23443 -3.96025 3.90538
O 1.71970 -2.63698 3.81755
H 1.45363 -0.18394 3.21253
H -0.02956 0.38039 2.38128
H 1.18694 -0.58354 1.48669
H -0.99260 -1.80146 2.67139
H -1.09788 -4.13734 3.24228
H -0.58005 -4.00280 4.95198
H 0.50288 -4.76485 3.74539
C -0.31198 4.12379 -3.04311
N -0.74432 2.71627 -3.08229
C 0.14804 1.70099 -3.11322
C -0.23799 0.28250 -3.41267
O 1.36554 1.96704 -3.13538
H 0.40932 4.18495 -2.21089
H -1.17011 4.77768 -2.81370
H 0.17679 4.49352 -3.96018
H -1.74188 2.58935 -2.89438
H 0.33463 -0.13191 -4.25941
H -1.30211 0.33270 -3.69859
H -0.13678 -0.39985 -2.55199
*
```


--- 3 ---
Below is 2 unconnected molecules or ions with the total composition C6H14N2O2, with properties calculated with the ωB97M-V functional and the def2-TZVPD basis.

Properties
- HOMO (hartree) = -0.3488
- orbital gap (eV) = 10.18

```
! RIJCOSX wB97M-V def2-TZVPD def2/J DEFGRID3
* xyz 0 1
C 2.27107 1.68224 1.36409
N 3.19880 0.87860 0.53709
C 2.76946 -0.42335 0.31017
C 3.47813 -1.24544 -0.76242
O 2.03871 -1.01493 1.07783
H 2.07618 1.19911 2.31830
H 2.61025 2.72245 1.50748
H 1.29363 1.82896 0.86461
H 3.34485 1.40360 -0.31956
H 3.39481 -2.33050 -0.66839
H 2.85603 -1.05760 -1.63707
H 4.51093 -0.95580 -0.92539
C -4.48630 -1.02096 -0.40443
N -3.08260 -0.86015 -0.71703
C -2.41529 0.34025 -0.46186
C -1.00167 0.44082 -0.98454
O -2.86315 1.19811 0.26562
H -4.74252 -2.00377 0.02051
H -4.82036 -0.33423 0.38507
H -5.04861 -0.92038 -1.32873
H -2.50077 -1.66696 -0.55273
H -1.01034 -0.17665 -1.91100
H -0.88813 1.51272 -1.19952
H -0.15831 0.40066 -0.30269
*
```


Short version: 2 is the most stable of them.